[1]
The following is a DFT calculation (ωB97M-V/def2-TZVPD) of C7H10 as an isolated structure.

ORCA input file:
```
! wB97M-V def2-TZVPD RIJCOSX def2/J DEFGRID3
* xyz 0 1
C -1.11554 -1.33072 -0.87113
C -0.35890 -0.20269 -0.17940
C -0.97965 1.18574 -0.28881
C 1.28725 1.27560 0.22215
C 1.33901 0.34181 1.24165
C 0.11973 -0.53714 1.25339
C 0.95625 0.24314 -0.72145
H -2.11101 -1.44092 -0.42613
H -1.25117 -1.10208 -1.93380
H -0.60431 -2.29683 -0.78367
H -2.08200 1.20140 -0.31952
H -0.55950 1.85154 -1.04128
H 1.99036 2.09048 0.08355
H 2.09123 0.34224 2.03101
H -0.55693 -0.25024 2.07413
H 0.36608 -1.60176 1.34218
H 1.49671 -0.06166 -1.61142
*
```

E_tot: -7415.1941 eV
HOMO energy (alpha / beta): -6.628 / -7.034 eV
Gap between HOMO and LUMO (alpha / beta): 7.16 / 7.74 eV
ΔE to the lowest compared entry with this formula, charge and spin: 563.54 kJ/mol

For reference, the Löwdin charges in units of e are:
1. C -0.0480
2. C -0.5930
3. C 0.0242
4. C -0.1007
5. C -0.0332
6. C -0.1275
7. C -0.0319
8. H 0.0823
9. H 0.0802
10. H 0.0760
11. H 0.0415
12. H 0.0263
13. H 0.1172
14. H 0.1187
15. H 0.1260
16. H 0.1151
17. H 0.1267

---

[2]
The following is a DFT calculation (ωB97M-V/def2-TZVPD) of one molecule with the formula C6H12O.

ORCA input file:
```
! wB97M-V def2-TZVPD RIJCOSX def2/J DEFGRID3
* xyz 0 1
C 0.76944 1.29892 -1.59088
C 1.28334 0.85758 -0.24047
C 1.49164 -0.60631 0.01619
C 0.39593 0.12790 0.74020
C -1.09631 -0.12261 0.52570
C -1.45168 -1.59720 0.41588
O -1.82125 0.37712 1.64439
H 0.09432 0.54951 -2.01927
H 1.60145 1.42882 -2.29166
H 0.22475 2.24887 -1.53327
H 2.01825 1.52937 0.20031
H 1.21120 -1.29812 -0.77592
H 2.35500 -0.92024 0.59559
H 0.59958 0.31840 1.79200
H -1.43755 0.39271 -0.38689
H -1.06925 -2.02276 -0.51724
H -2.53820 -1.72590 0.43236
H -1.02001 -2.15088 1.25522
H -1.61064 1.31483 1.73778
*
```

E_tot: -8463.2232 eV
SMILES: C[C@@H]1C[C@@H]1[C@@H](C)O
HOMO energy: -9.947 eV
Gap between HOMO and LUMO: 10.94 eV
ΔE to the lowest compared entry with this formula, charge and spin: 109.10 kJ/mol

For reference, the Löwdin charges in units of e are:
1. C -0.0769
2. C -0.3011
3. C -0.0866
4. C -0.2143
5. C -0.4161
6. C -0.0424
7. O -0.0453
8. H 0.0750
9. H 0.0775
10. H 0.0780
11. H 0.1301
12. H 0.1046
13. H 0.1015
14. H 0.1407
15. H 0.1328
16. H 0.0763
17. H 0.0818
18. H 0.0902
19. H 0.0942

---

[3]
The following is a DFT calculation (ωB97M-V/def2-TZVPD) of C20H47IN4O3P as an isolated structure.

ORCA input file:
```
! wB97M-V def2-TZVPD RIJCOSX def2/J DEFGRID3
* xyz 0 2
C 2.12438 -0.01471 2.74617
C 1.89792 1.28510 1.97562
C 1.33416 1.09451 0.56553
I 2.07463 2.81067 -0.56614
C -0.19771 0.85073 0.48381
P -0.74547 1.20310 -1.26225
N -1.32384 2.66048 -1.49023
C -0.39232 -0.67827 0.69698
C -1.77321 -1.17630 1.20484
C -2.70048 -1.64620 0.07555
C -1.49612 -2.45990 2.00330
N -2.45567 -0.21671 2.11153
O -2.13462 -0.37937 3.35093
C -2.45495 1.22253 1.71451
C -2.94669 2.04121 2.92272
C -3.44704 1.55386 0.60154
C -1.00425 1.68323 1.46315
H 2.77328 0.20083 3.58726
H 1.20654 -0.46882 3.09548
H 2.67435 -0.69560 2.10467
H 2.87816 1.73037 1.85988
H 1.33139 2.00028 2.55458
H 1.81747 0.23297 0.12064
H -1.73450 0.24267 -1.52642
H 0.33295 0.83601 -2.08850
H -0.76610 3.13896 -2.19182
H 0.35981 -1.08673 1.35205
H -0.20804 -1.15499 -0.26450
H -2.16346 -2.27788 -0.61575
H -3.45666 -2.27169 0.54074
H -3.23107 -0.84200 -0.41460
H -0.64525 -2.36003 2.66189
H -2.37092 -2.76466 2.56097
H -1.27573 -3.25118 1.29089
H -3.28127 3.00011 2.53923
H -2.16896 2.22505 3.64806
H -3.81004 1.57177 3.37238
H -3.33983 0.97570 -0.30354
H -4.45288 1.48456 1.00352
H -3.28146 2.58211 0.31773
H -1.04552 2.71504 1.13174
H -0.54580 1.63225 2.43958
C 8.29214 3.82972 -0.12662
C 6.80320 3.91084 -0.44799
C 5.94821 4.48524 0.69224
O 5.70909 3.59089 1.76264
C 6.74472 3.50350 2.72301
N 6.33114 2.59172 -0.87542
H 8.52168 2.99196 0.53134
H 8.86485 3.68354 -1.04199
H 8.64578 4.74659 0.34951
H 6.69011 4.59395 -1.29521
H 4.95967 4.71890 0.28816
H 6.37300 5.42454 1.07100
H 7.24111 4.46752 2.86620
H 7.48494 2.74867 2.44684
H 6.29169 3.20176 3.66725
H 5.37027 2.67747 -1.19375
H 6.26708 2.01072 -0.04328
C -5.50524 -5.64603 -4.37062
C -4.00724 -5.49557 -4.12552
C -3.64920 -5.07634 -2.69193
O -3.87280 -3.71002 -2.39716
C -5.21121 -3.38001 -2.06710
N -3.44976 -4.58345 -5.12812
H -5.99921 -4.68136 -4.48151
H -5.67907 -6.20166 -5.29147
H -5.98816 -6.18690 -3.55430
H -3.55196 -6.47782 -4.28310
H -2.57470 -5.22750 -2.55609
H -4.15919 -5.71107 -1.95524
H -5.70659 -4.19013 -1.52492
H -5.78169 -3.13142 -2.96448
H -5.18671 -2.49702 -1.42871
H -2.43694 -4.57122 -5.04668
H -3.73418 -3.63906 -4.88072
*
```

E_tot: -50990.6105 eV
HOMO energy (alpha / beta): -8.322 / -8.369 eV
Gap between HOMO and LUMO (alpha / beta): 8.67 / 8.61 eV
Expectation value of S²: 0.75

For reference, the Löwdin charges in units of e are:
1. C -0.0828
2. C -0.3339
3. C -0.6601
4. I 0.8962
5. C -0.5440
6. P 0.7191
7. N -0.2894
8. C -0.1062
9. C -0.4514
10. C -0.0485
11. C -0.0392
12. N -0.0877
13. O -0.0135
14. C -0.4592
15. C -0.0349
16. C -0.0416
17. C -0.1204
18. H 0.0764
19. H 0.0626
20. H 0.0804
21. H 0.0579
22. H 0.0987
23. H 0.0779
24. H 0.0058
25. H 0.0000
26. H -0.0518
27. H 0.0848
28. H 0.1117
29. H 0.0833
30. H 0.0881
31. H 0.0444
32. H 0.0749
33. H 0.0897
34. H 0.0919
35. H 0.0880
36. H 0.0800
37. H 0.0892
38. H 0.0322
39. H 0.0937
40. H 0.0743
41. H 0.1222
42. H 0.1043
43. C -0.0714
44. C -0.4329
45. C -0.2128
46. O -0.2023
47. C -0.1063
48. N 0.0426
49. H 0.0639
50. H 0.0749
51. H 0.0774
52. H 0.1350
53. H 0.1011
54. H 0.1201
55. H 0.0901
56. H 0.0755
57. H 0.0860
58. H 0.0268
59. H 0.0681
60. C -0.0712
61. C -0.4343
62. C -0.2091
63. O -0.2029
64. C -0.1002
65. N 0.0386
66. H 0.0644
67. H 0.0758
68. H 0.0779
69. H 0.1342
70. H 0.1207
71. H 0.1202
72. H 0.0935
73. H 0.0776
74. H 0.0762
75. H 0.0708
76. H 0.0690